{
  "formula": "C22H23N5O6STi",
  "method": "ωB97M-V/def2-TZVPD",
  "total_charge": 0,
  "e_lumo_ev": -0.1,
  "e_homo_ha": -0.266,
  "largest_force_ha_per_bohr": 0.0185,
  "species": ["Ti", "O", "C", "O", "C", "C", "C", "C", "C", "O", "C", "C", "O", "O", "H", "H", "H", "H", "H", "H", "H", "H", "C", "C", "C", "C", "C", "C", "C", "C", "C", "S", "C", "N", "H", "H", "H", "H", "H", "H", "H", "H", "N", "C", "N", "N", "C", "N", "H", "H", "H", "H", "C", "C", "O", "H", "H", "H"],
  "positions_angstrom": [[-0.28630, 0.88223, -0.38671], [0.52659, -3.16594, -0.49030], [0.81775, -1.98306, -0.48803], [0.06297, -1.06229, 0.02653], [2.15519, -1.47016, -1.00990], [2.69186, -0.42218, -0.02634], [4.15878, -0.10100, -0.29842], [4.06419, 0.70076, -1.61471], [2.55426, 0.72850, -1.85497], [2.02912, 0.78406, -0.49488], [2.04987, -0.63703, -2.32725], [0.63649, -0.51334, -2.91866], [0.33327, -1.10246, -3.93327], [-0.13499, 0.31076, -2.27740], [2.81960, -2.32391, -1.12646], [2.42900, -0.58786, 1.01573], [4.75708, -1.00657, -0.38179], [4.56763, 0.50538, 0.50823], [4.58122, 0.22369, -2.44559], [4.46115, 1.70847, -1.50115], [2.17830, 1.58006, -2.41470], [2.68315, -1.05998, -3.10453], [-2.68024, 2.61547, -2.00711], [-2.71284, 3.03428, -0.56889], [-3.63897, 4.03649, -0.18234], [-3.72439, 4.40739, 1.12263], [-2.90161, 3.78007, 2.08859], [-2.95580, 4.12163, 3.45572], [-2.13933, 3.47200, 4.34325], [-1.26274, 2.47078, 3.90493], [-1.17503, 2.10353, 2.57545], [-0.16002, 0.77268, 2.08674], [-2.00977, 2.78129, 1.64097], [-1.92806, 2.45280, 0.31389], [-3.51501, 1.93690, -2.19651], [-1.76950, 2.10015, -2.29781], [-2.80530, 3.48535, -2.65213], [-4.25975, 4.48897, -0.94277], [-4.41678, 5.17657, 1.44201], [-3.64237, 4.89355, 3.77854], [-2.17038, 3.71989, 5.39626], [-0.64142, 1.95398, 4.62441], [-4.42811, -3.72184, 1.00543], [-3.52702, -2.80738, 0.59595], [-2.24028, -3.10443, 0.64869], [-4.04254, -1.64133, 0.15940], [-3.11893, -0.79169, -0.19808], [-2.29452, -0.04111, -0.51467], [-4.16300, -4.67090, 1.18946], [-5.39831, -3.50380, 0.86993], [-1.93404, -4.02335, 0.91412], [-1.51531, -2.47264, 0.30123], [1.13578, 3.76286, 0.80729], [0.51919, 2.74045, -0.07378], [0.38142, 2.79298, -1.28390], [1.59631, 4.56378, 0.22818], [1.85927, 3.26648, 1.45331], [0.35890, 4.16796, 1.45864]],
  "nbo_charge": [1.334, -0.648, 0.809, -0.763, -0.343, 0.098, -0.429, -0.419, 0.098, -0.536, -0.353, 0.804, -0.606, -0.755, 0.242, 0.237, 0.220, 0.220, 0.219, 0.218, 0.238, 0.244, -0.647, 0.283, -0.264, -0.102, -0.111, -0.223, -0.191, -0.222, -0.172, -0.145, 0.207, -0.459, 0.246, 0.256, 0.226, 0.224, 0.217, 0.213, 0.216, 0.222, -0.781, 0.653, -0.772, -0.646, 0.592, -0.516, 0.397, 0.418, 0.408, 0.462, -0.750, 0.459, -0.584, 0.230, 0.262, 0.262]
}